Computed, not measured: 14 unconnected molecules or ions with the total composition C6H40NO13S in a non-equilibrium geometry, with the ωB97M-V functional and the def2-TZVPD basis.

```
! RIJCOSX wB97M-V def2-TZVPD def2/J DEFGRID3
* xyz -1 1
C -0.8034 -1.1713 1.3608
N -0.0958 -0.8907 0.1103
C 1.1664 -1.6668 0.2244
C 1.5690 -2.3813 -1.0035
S 1.3713 -4.2028 -0.8596
C -1.8195 -2.2746 1.2354
C -4.0947 -1.1606 0.7535
C -3.1646 -1.8412 1.7040
H 0.0939 -1.2769 2.2602
H -1.2650 -0.1961 1.7284
H -0.5822 -1.1031 -0.7005
H 2.0597 -1.0552 0.6047
H 1.2057 -2.4709 1.0584
H 0.9043 -2.2946 -1.7533
H 2.6025 -2.2298 -1.2369
H -1.6688 -2.7701 0.2208
H -1.4014 -3.0902 1.9035
H -4.1022 -1.4493 -0.3266
H -3.9200 -0.0758 0.9186
H -5.1058 -1.2573 1.2558
H -3.6373 -2.4851 2.4820
H -2.9837 -1.0140 2.5474
H 0.3666 0.4244 3.7456
H 0.5720 -1.1429 3.9453
O -0.0197 -0.4205 4.1262
H 2.8643 1.6106 3.0933
H 1.8844 1.8062 1.8641
O 1.9185 1.4086 2.8210
H 0.6975 4.3336 1.7249
H -0.8303 4.2345 1.3550
O -0.1291 4.8466 1.6759
H 2.5022 0.4834 -3.4497
H 1.7247 0.0435 -2.2133
O 2.0229 0.8257 -2.6736
H -3.0094 2.3100 0.2503
H -2.4493 3.3288 1.2017
O -3.1352 3.2361 0.6383
H -0.8078 2.8644 -2.1602
H -0.9439 4.2734 -2.1764
O -0.5352 3.5922 -2.7106
H 2.1794 3.7917 -2.6125
H 2.7294 2.4000 -2.6415
O 2.9090 3.2589 -2.2693
H -0.0991 2.0527 2.4742
H -0.5119 1.7999 1.0127
O -0.3890 2.5225 1.7728
H -0.2414 -3.9320 -3.3661
H -1.6512 -3.4424 -3.5277
O -0.7686 -3.2456 -3.6851
H 3.2325 4.2247 -0.3432
H 1.6587 3.7153 -0.1918
O 2.4617 4.1532 0.2492
H -0.8545 -0.3508 -3.7642
H -0.1443 -1.4191 -3.0537
O -0.6035 -0.6001 -2.9257
H 1.9301 -4.0068 2.1406
H 0.5808 -4.3435 1.4857
O 1.1028 -4.2413 2.3191
H -0.2553 1.2025 -1.0196
H -1.3174 0.4596 -1.9009
O -1.1342 1.2264 -1.2758
*
```

molar mass: 366.447 g/mol
HOMO: -0.144 hartree
relative energy (zero: lowest compared OMol25 entry of this formula, charge and spin): 614.9 kJ/mol
LUMO energy: 2.2 eV
HOMO-LUMO gap: 0.226 Eh

Here is what natural (NBO) gives for the atomic charges, in e: C -0.19; N -0.69; C -0.28; C -0.55; S -0.74; C -0.49; C -0.63; C -0.41; H 0.21; H 0.16; H 0.36; H 0.16; H 0.21; H 0.18; H 0.20; H 0.23; H 0.23; H 0.21; H 0.21; H 0.21; H 0.21; H 0.20; H 0.49; H 0.48; O -0.95; H 0.49; H 0.50; O -0.99; H 0.48; H 0.47; O -0.96; H 0.47; H 0.50; O -0.96; H 0.48; H 0.46; O -0.94; H 0.49; H 0.46; O -0.97; H 0.48; H 0.49; O -0.99; H 0.48; H 0.50; O -0.98; H 0.50; H 0.47; O -0.97; H 0.50; H 0.49; O -1.00; H 0.48; H 0.52; O -0.97; H 0.46; H 0.51; O -0.98; H 0.48; H 0.51; O -1.00


Computed, not measured: 15 unconnected molecules or ions with the total composition C6H41NO14 in a non-equilibrium geometry, with the ωB97M-V functional and the def2-TZVPD basis.

```
! RIJCOSX wB97M-V def2-TZVPD def2/J DEFGRID3
* xyz 0 1
C -1.1908 1.1138 -0.0176
C -0.2939 0.0010 0.5596
C 0.8042 -0.4392 -0.4114
C 2.8142 0.8794 -1.0167
C 2.1446 0.1604 -0.0911
C 2.7340 -0.0942 1.2584
N -1.8825 0.7506 -1.2765
H -1.9503 1.4008 0.7090
H -0.5603 2.0362 -0.1744
H 0.2034 0.4033 1.4952
H -0.8817 -0.8631 0.8832
H 0.5568 -0.1719 -1.4811
H 0.9258 -1.5610 -0.3650
H 2.4083 1.1169 -2.0708
H 3.7947 1.3231 -0.8703
H 2.7708 0.8447 1.8371
H 3.7368 -0.4914 1.2215
H 2.1422 -0.7906 1.9033
H -1.7928 -0.2505 -1.4153
H -1.4953 1.2358 -2.0593
H -1.8348 0.1086 3.2638
H -0.8212 1.2587 2.9897
O -0.9848 0.4562 3.5313
H -0.8029 3.3230 1.5450
H -0.4450 3.3869 2.9825
O -0.4547 2.7774 2.2668
H -2.9967 -1.5478 -0.3408
H -3.6405 -0.1941 -0.2225
O -3.6623 -1.1352 0.1190
H -2.1774 4.0869 -0.2155
H -0.6700 3.8700 -0.5774
O -1.2808 4.1649 0.1305
H 3.2429 -1.6548 -2.7882
H 1.7157 -1.3178 -2.4808
O 2.4070 -2.0460 -2.5607
H -1.0785 -2.7301 -0.4482
H -2.2051 -3.2278 -1.4132
O -1.7088 -2.4263 -1.1875
H 0.2573 1.4215 -4.3349
H 0.1787 0.2567 -3.2842
O 0.4456 1.1669 -3.4175
H 0.6328 -3.5588 0.3806
H -0.1320 -2.8600 1.5013
O -0.2719 -3.3688 0.7045
H 2.7853 -2.8291 0.2954
H 2.3104 -3.0206 -1.1247
O 2.2379 -3.4110 -0.2464
H 0.1292 -2.2155 -3.6099
H -0.7579 -1.7552 -2.4346
O -0.2432 -1.4112 -3.1946
H 1.6990 2.8081 0.2325
H 1.1121 2.7790 1.5848
O 1.9871 2.9553 1.1675
H -3.3172 -1.0740 1.7650
H -2.3275 -1.8389 2.7347
O -2.9531 -1.1291 2.6963
H 0.4254 2.4904 -2.2265
H 0.8899 3.9383 -2.2206
O 0.4162 3.2759 -1.7372
H -0.1960 -0.9143 3.1083
H 0.3188 -2.3050 3.7567
O 0.1847 -1.8563 2.8801
*
```

molar mass: 351.387 g/mol
HOMO: -0.331 hartree
relative energy (zero: lowest compared OMol25 entry of this formula, charge and spin): 114.3 kJ/mol
LUMO energy: 0.1 eV
HOMO-LUMO gap: 0.333 Eh

Here is what natural (NBO) gives for the atomic charges, in e: C -0.23; C -0.45; C -0.50; C -0.47; C 0.07; C -0.72; N -0.89; H 0.18; H 0.19; H 0.23; H 0.21; H 0.20; H 0.23; H 0.20; H 0.20; H 0.27; H 0.22; H 0.23; H 0.36; H 0.37; H 0.51; H 0.50; O -1.00; H 0.52; H 0.49; O -0.98; H 0.48; H 0.50; O -0.96; H 0.48; H 0.51; O -0.98; H 0.49; H 0.51; O -0.99; H 0.52; H 0.50; O -1.03; H 0.49; H 0.51; O -1.00; H 0.51; H 0.51; O -1.00; H 0.48; H 0.51; O -0.97; H 0.50; H 0.52; O -1.01; H 0.47; H 0.48; O -0.98; H 0.51; H 0.48; O -1.00; H 0.51; H 0.49; O -0.98; H 0.52; H 0.49; O -1.04


Computed, not measured: 14 unconnected molecules or ions with the total composition C6H42NO13 in a non-equilibrium geometry, with the ωB97M-V functional and the def2-TZVPD basis.

```
! RIJCOSX wB97M-V def2-TZVPD def2/J DEFGRID3
* xyz 2 2
C -1.0280 1.6966 -2.2356
C -1.3433 0.5790 -1.3248
C -2.8878 0.7517 -0.8835
C -3.3429 -0.6290 -0.3951
C -3.0219 1.8705 0.3432
C -4.1006 2.8563 0.0192
N -0.4035 0.4749 -0.1595
H -0.4327 1.5531 -3.1535
H -0.6137 2.5493 -1.6848
H -1.8454 2.2934 -2.6975
H -1.2893 -0.4457 -1.7528
H -3.6089 1.1123 -1.6461
H -3.7336 -1.3713 -1.0704
H -4.3179 -0.3104 -0.0015
H -2.5978 -1.0201 0.3167
H -2.0139 2.1634 0.5942
H -3.2293 1.2010 1.1841
H -4.1879 3.4008 0.9790
H -5.0102 2.2721 -0.1507
H -3.9310 3.4302 -0.8780
H -0.5338 1.2321 0.5173
H 0.6238 0.5152 -0.5140
H -0.5118 -0.3483 0.4627
H 1.9284 0.3825 -1.9709
H 1.1526 -0.9386 -2.0154
O 1.6618 -0.3710 -1.4204
H -0.6721 -4.4895 2.0385
H 0.6685 -3.8654 2.4536
O -0.1159 -3.7088 1.9099
H 0.6044 -1.5260 5.4294
H -0.4816 -2.3884 4.9604
O 0.3866 -2.0721 4.6687
H 1.7990 -0.0160 1.5635
H 1.5990 -1.3486 2.1780
O 1.7053 -0.9453 1.3020
H 0.7227 2.2281 3.3596
H -0.5592 1.3756 3.0636
O 0.3704 1.5039 2.8350
H -0.8180 4.3481 0.1213
H 0.5509 4.8277 0.4756
O -0.3021 4.6503 0.8758
H 3.6571 -1.0139 -0.4005
H 5.1510 -0.8300 0.2809
O 4.5607 -0.6966 -0.4565
H -1.3696 -5.0088 -0.8120
H -0.6157 -3.8432 -0.4812
O -1.4721 -4.0435 -0.8944
H 4.8260 -0.0134 -3.0349
H 4.6310 0.6496 -1.6318
O 4.4629 0.7475 -2.5896
H 2.1144 2.9416 -0.0986
H 1.6166 3.2167 -1.5384
O 1.3181 3.0428 -0.6406
H 1.7614 -2.2227 -3.1326
H 2.7797 -1.7367 -4.2008
O 1.9587 -1.5040 -3.7598
H -0.4398 -3.9318 -2.6877
H 0.0737 -3.2987 -3.9523
O 0.2527 -3.3208 -3.0007
H -1.0279 0.7319 5.2376
H -2.4671 0.5797 4.7436
O -1.5469 0.5610 4.4462
*
```

molar mass: 336.396 g/mol
HOMO (spin up / spin down): -0.550 / -0.550 hartree
relative energy (zero: lowest compared OMol25 entry of this formula, charge and spin): 44.9 kJ/mol
LUMO energy (spin up / spin down): -5.1 / -12.3 eV
HOMO-LUMO gap (spin up / spin down): 0.361 / 0.097 Eh
<S²>: 0.7528

Here is what natural (NBO) gives for the atomic charges, in e: C -0.70; C 0.01; C -0.08; C -0.61; C -0.28; C -0.62; N -0.76; H 0.31; H 0.26; H 0.29; H 0.28; H 0.28; H 0.30; H 0.30; H 0.23; H 0.21; H 0.25; H 0.29; H 0.23; H 0.25; H 0.44; H 0.51; H 0.47; H 0.51; H 0.50; O -0.93; H 0.48; H 0.49; O -0.97; H 0.47; H 0.47; O -0.94; H 0.48; H 0.50; O -0.97; H 0.50; H 0.50; O -1.00; H 0.44; H 0.48; O -0.92; H 0.51; H 0.50; O -0.99; H 0.48; H 0.48; O -0.96; H 0.48; H 0.50; O -0.99; H 0.50; H 0.49; O -0.99; H 0.49; H 0.49; O -0.98; H 0.50; H 0.49; O -0.99; H 0.49; H 0.49; O -0.97


Which of these has the highest relative energy (zero: lowest compared OMol25 entry of this formula, charge and spin)?
C6H40NO13S


relative energy (zero: lowest compared OMol25 entry of this formula, charge and spin) of number 3 (C6H42NO13)?
44.9 kJ/mol


Among the records above, which one has the lowest relative energy (zero: lowest compared OMol25 entry of this formula, charge and spin)?
C6H42NO13


The lowest relative energy (zero: lowest compared OMol25 entry of this formula, charge and spin) belongs to which entry?
C6H42NO13